This record from the OMol25 dataset describes C20H60N12O8 as an isolated structure. The level of theory is the ωB97M-V functional and the def2-TZVPD basis.

Properties
multiplicity: 1
net charge: 0
molar mass: 596.8 g/mol

Geometry (Å):
H (-5.391, -5.784, 1.082)
N (-0.017, -4.352, 4.028)
C (-2.939, -8.091, 6.083)
H (-3.998, -10.771, 4.291)
H (-4.918, -7.539, 2.844)
H (-2.291, -5.347, 1.752)
H (-4.243, -5.178, 4.538)
C (-6.926, -4.349, 5.845)
O (-5.163, -7.849, 0.809)
H (-1.699, -7.856, -0.634)
H (-4.236, -9.012, 4.738)
C (-2.186, -6.986, 6.903)
H (-1.166, -9.342, 5.634)
H (-2.647, -9.542, 4.599)
H (0.269, -6.406, 2.662)
H (0.305, -7.501, 0.663)
N (-2.931, -2.704, 4.648)
N (-6.790, -3.810, 4.733)
H (-5.633, -4.451, 7.399)
H (-5.588, -10.174, 4.306)
H (2.191, -4.919, -1.623)
H (-8.301, -7.581, 3.693)
H (-7.114, -6.227, 5.652)
H (-5.187, -6.962, 6.417)
H (-6.742, -6.793, 3.324)
H (-3.365, -9.447, 1.343)
O (-1.567, -7.849, 4.236)
H (-5.512, -2.531, 2.988)
C (0.096, -5.567, -0.078)
H (-1.152, -8.218, 2.170)
C (1.231, -4.963, -2.138)
H (-2.870, -6.303, 7.406)
C (-1.971, -8.844, 5.093)
H (-4.025, -9.830, 6.595)
N (-5.776, -4.426, 6.400)
O (-7.957, -4.658, 6.358)
H (-0.326, -9.342, 3.322)
H (-1.678, -6.354, 6.174)
H (-6.404, -8.362, 2.438)
H (-2.961, -4.498, 3.208)
H (-1.420, -3.503, 1.429)
C (-4.532, -9.522, 2.617)
C (-3.332, -6.371, 3.124)
H (0.196, -7.694, 3.204)
H (-10.719, -7.500, 6.493)
C (-7.239, -7.544, 3.937)
H (-5.858, -6.457, -0.510)
C (-0.653, -3.531, 3.237)
O (-8.846, -8.378, 6.500)
H (-3.752, -7.757, 5.438)
C (-6.865, -7.258, 5.399)
H (-0.672, -5.017, 1.869)
H (-6.902, -9.103, 6.540)
C (-0.689, -8.328, 3.151)
H (-9.529, -6.858, 7.706)
H (-2.556, -6.671, 0.136)
H (-4.940, -10.386, 2.092)
H (-4.114, -1.578, 2.858)
H (1.377, -5.435, -3.110)
N (-4.108, -6.086, 4.117)
H (-6.994, -8.544, 3.578)
H (0.112, -5.320, 3.771)
C (-1.781, -7.406, 0.355)
H (-2.810, -8.492, 2.445)
C (-7.427, -8.148, 6.522)
H (-7.287, -7.766, 7.533)
C (-9.692, -7.186, 6.680)
H (-2.507, -3.158, 5.444)
H (-2.450, -1.901, 4.267)
H (-0.035, -4.173, 5.022)
H (-3.888, -8.723, 7.847)
O (-0.918, -2.361, 3.489)
H (-4.968, -4.433, 5.794)
H (-2.181, -8.110, 1.085)
C (-4.092, -3.197, 4.209)
C (-4.562, -9.853, 4.126)
N (-5.435, -7.313, 5.504)
O (-4.689, -4.200, 4.573)
H (-1.460, -7.325, 7.642)
H (0.776, -4.000, -2.371)
C (-5.868, -6.619, 0.568)
H (-1.120, -7.245, 2.536)
N (-4.556, -2.384, 3.278)
H (-7.666, -3.632, 4.264)
H (-4.649, -6.850, 4.496)
O (0.435, -5.882, -1.478)
N (-0.610, -6.456, 2.167)
H (-5.262, -8.301, 5.625)
H (-5.909, -3.833, 4.241)
N (-3.121, -9.445, 2.323)
H (0.999, -5.239, 0.436)
H (-9.312, -6.376, 6.058)
O (-3.128, -7.421, 2.584)
C (-5.343, -8.305, 2.194)
N (-2.836, -5.295, 2.600)
N (-1.017, -4.105, 2.133)
H (-6.892, -6.790, 0.902)
H (-0.512, -4.665, -0.006)
N (-3.431, -9.157, 7.057)
C (-0.486, -6.758, 0.764)

---

This record from the OMol25 dataset describes a 11-piece molecular cluster, C20H60N2O11 overall. The level of theory is the ωB97M-V functional and the def2-TZVPD basis.

Properties
multiplicity: 1
net charge: 0
structure (SMILES): CC1(C)CCCC(C)(C)N1O.CC1(C)CCCC(C)(C)N1O.CO.CO.O.O.O.O.O.O.O
molar mass: 504.7 g/mol

Geometry (Å):
H (12.919, -18.944, 16.782)
H (12.615, -6.866, 13.061)
H (10.297, -14.096, 11.034)
C (10.968, -16.503, 15.226)
H (14.963, -6.935, 11.515)
H (10.626, -14.723, 8.164)
H (7.723, -19.107, 18.357)
H (14.139, -9.651, 15.005)
H (7.123, -16.592, 11.042)
H (8.126, -11.022, 9.865)
H (11.845, -15.971, 14.858)
O (14.089, -13.434, 12.841)
C (15.130, -9.281, 10.278)
O (7.949, -16.314, 11.437)
H (7.311, -16.610, 17.611)
H (10.654, -8.487, 13.940)
H (8.055, -17.090, 16.095)
H (14.732, -13.634, 12.160)
H (12.553, -14.365, 12.732)
C (8.531, -18.554, 18.835)
H (7.907, -12.949, 10.932)
C (12.584, -18.282, 15.984)
H (14.393, -8.682, 9.743)
C (11.221, -13.721, 11.472)
H (14.879, -6.312, 13.798)
O (14.253, -18.196, 11.952)
H (15.733, -9.969, 13.739)
C (12.783, -9.035, 13.380)
C (14.908, -9.177, 11.804)
H (15.054, -10.329, 9.988)
H (12.628, -15.650, 16.958)
H (16.074, -8.895, 9.892)
H (12.203, -18.989, 15.247)
H (14.603, -16.175, 12.226)
C (14.643, -7.362, 13.624)
H (12.474, -9.807, 15.319)
H (15.393, -11.210, 12.492)
C (8.266, -16.718, 17.097)
C (11.223, -9.004, 13.167)
H (7.262, -13.017, 12.301)
H (13.407, -16.900, 13.400)
H (9.582, -10.870, 10.251)
H (12.679, -10.389, 10.725)
O (9.765, -19.180, 16.318)
H (9.350, -18.790, 15.545)
H (8.141, -18.007, 19.694)
H (8.642, -13.287, 7.772)
H (16.793, -10.129, 12.433)
H (16.352, -7.744, 12.273)
C (9.249, -17.553, 17.969)
H (9.168, -19.318, 19.280)
C (11.009, -15.700, 18.307)
C (12.035, -16.420, 17.452)
O (11.167, -15.476, 8.403)
H (9.211, -12.692, 9.042)
H (9.209, -15.882, 19.339)
H (13.416, -17.785, 15.485)
C (13.207, -9.947, 14.524)
O (13.009, -10.565, 11.610)
H (12.839, -16.883, 18.024)
H (10.504, -17.089, 14.433)
H (12.077, -13.530, 10.825)
N (10.256, -18.174, 17.077)
H (10.433, -17.145, 19.765)
C (9.938, -16.600, 18.962)
H (9.534, -16.936, 11.369)
H (13.095, -11.017, 14.349)
O (9.382, -13.357, 8.375)
H (10.523, -14.974, 17.655)
C (15.264, -7.721, 12.208)
H (11.003, -12.718, 11.841)
H (10.209, -15.763, 15.480)
H (10.867, -16.362, 11.802)
N (13.407, -9.346, 12.075)
C (14.341, -17.028, 12.853)
H (13.783, -12.552, 12.629)
C (11.372, -17.397, 16.382)
O (10.459, -17.162, 11.469)
H (10.772, -9.974, 12.956)
H (15.100, -17.150, 13.626)
H (11.755, -15.143, 9.081)
H (8.470, -15.652, 16.993)
O (8.822, -11.437, 10.375)
H (11.598, -15.094, 18.996)
C (15.731, -10.190, 12.672)
H (11.040, -8.430, 12.259)
O (11.718, -14.680, 12.379)
H (15.138, -18.556, 11.858)
H (7.892, -15.359, 11.467)
H (13.026, -7.326, 14.751)
H (15.239, -7.861, 14.388)
C (13.154, -7.569, 13.696)
O (7.495, -13.558, 11.546)

---

This record from the OMol25 dataset describes a 10-piece molecular cluster, C20H60N4O10 overall. The level of theory is the ωB97M-V functional and the def2-TZVPD basis.

Properties
multiplicity: 1
net charge: 0
structure (SMILES): NC(N)=O.NC(N)=O.CC(C)O.CC(C)O.CC(C)O.CC(C)O.CC(C)O.CO.CO.CO
molar mass: 516.7 g/mol

Geometry (Å):
O (-1.004, -3.294, 1.656)
H (1.052, -4.903, 1.750)
H (-0.614, -0.776, -0.023)
H (2.788, -3.443, -0.553)
H (3.721, 2.622, 0.343)
C (-4.531, 2.717, -1.167)
C (-3.499, 3.694, -0.627)
H (-4.119, 1.776, -1.518)
C (4.037, -1.313, -2.480)
N (-1.576, 1.886, 3.363)
H (3.035, 1.189, 0.987)
O (4.927, 1.531, 1.662)
H (-1.210, 3.714, 0.577)
H (3.129, 1.893, -1.523)
C (-0.949, 0.587, -1.657)
C (3.204, -4.462, -0.590)
H (2.701, 4.574, -0.185)
H (-5.451, -0.425, -1.100)
H (-1.048, 2.659, 3.775)
H (4.639, -2.119, -2.116)
H (2.417, -0.593, 1.460)
H (0.021, 2.637, 1.682)
H (-4.087, -0.769, -2.041)
H (0.532, 1.082, 1.244)
O (-2.887, 3.267, 0.397)
N (0.105, 1.597, 2.037)
H (-2.369, -4.795, 0.109)
H (3.161, 2.658, 1.998)
H (-0.283, -5.704, 1.996)
H (4.544, -0.953, -3.413)
C (-4.535, -1.014, -1.127)
C (-4.656, -0.334, 1.264)
H (0.263, -3.416, 0.177)
H (4.988, 1.005, -0.694)
O (-1.302, -0.241, 2.581)
C (0.758, 3.948, -0.011)
N (1.786, 4.661, 0.328)
H (3.833, 1.498, -3.067)
H (3.371, -0.272, -0.571)
H (-5.437, 0.347, 1.014)
H (-0.233, 4.856, 1.539)
C (-2.538, 3.999, -1.795)
C (-0.949, 1.062, 2.579)
C (-3.717, -0.620, 0.074)
C (-1.547, -4.272, -0.308)
O (3.402, -4.884, 0.764)
H (-2.520, -0.901, 1.254)
O (-2.947, -1.398, 0.572)
O (2.503, -2.561, 2.198)
C (0.230, -5.221, 1.187)
H (-0.439, 1.051, -2.544)
H (2.569, -5.183, -1.086)
C (3.676, 2.033, 1.264)
H (-3.152, 0.307, -0.069)
H (3.076, -4.139, 1.286)
H (0.633, -5.790, 0.358)
H (2.333, 0.800, -2.707)
H (-2.249, 1.387, 4.053)
C (0.009, -0.254, -0.796)
H (-2.301, 3.169, -2.482)
H (4.169, -4.515, -1.024)
H (-4.112, 0.211, 2.011)
H (-1.195, -5.111, -0.981)
H (1.004, 1.211, -0.724)
O (0.918, 0.389, -0.212)
H (1.365, -1.072, 2.904)
H (1.764, 5.386, 1.080)
H (-5.188, 3.232, -1.869)
H (0.919, -1.673, 1.306)
C (3.897, -0.096, -1.521)
H (-0.135, -2.037, -1.908)
O (5.090, 0.147, -1.108)
H (3.131, -1.811, -2.630)
H (-2.729, 4.901, -2.348)
H (2.263, -2.930, 3.064)
C (1.755, -1.389, 1.931)
H (-1.591, 4.285, -1.367)
H (-4.046, 4.644, -0.351)
H (-1.745, -0.069, -1.986)
H (-1.760, -3.445, -0.968)
H (-3.408, 3.483, 1.175)
H (1.416, -1.789, -1.104)
H (-5.261, 2.452, -0.395)
C (0.631, -1.345, -1.694)
N (-0.260, 4.189, 0.789)
H (-1.542, -2.610, 1.257)
C (3.286, 1.131, -2.248)
H (-1.439, 1.376, -1.167)
H (-5.067, -1.229, 1.643)
H (-4.742, -2.061, -1.195)
C (-0.473, -3.965, 0.754)
H (5.722, 1.949, 1.267)
H (1.201, -0.969, -2.541)
O (0.836, 2.977, -1.081)

---

This record from the OMol25 dataset describes a 10-piece molecular cluster, C20H60N8O10 overall. The level of theory is the ωB97M-V functional and the def2-TZVPD basis.

Properties
multiplicity: 1
net charge: 0
structure (SMILES): NC(N)=O.NC(N)=O.NC(N)=O.NC(N)=O.CC(C)O.CC(C)O.CC(C)O.CC(C)O.CC(C)O.CO
molar mass: 572.7 g/mol

Geometry (Å):
H (1.292, -4.064, 3.789)
C (-1.020, 0.940, -0.884)
N (1.620, -4.881, -0.419)
H (1.488, 2.366, -1.019)
H (-3.262, 4.291, -1.974)
H (-3.249, 0.564, 3.440)
N (-2.031, -2.717, 0.977)
H (-0.559, 4.917, -0.015)
H (1.577, -0.913, 3.077)
H (-2.445, 2.735, 0.673)
O (2.543, -3.406, 1.538)
H (-2.752, 4.146, -0.407)
O (-2.694, -4.924, 0.768)
H (3.220, 3.779, -0.976)
H (0.461, 4.845, -1.506)
C (-2.901, -3.663, 1.211)
H (2.641, -1.969, -3.435)
H (-2.212, 4.302, 1.556)
H (0.604, 3.107, -3.228)
H (0.066, -4.129, 2.545)
O (-1.136, 4.752, -3.175)
H (-0.508, 1.450, -1.699)
H (0.809, 0.252, -0.175)
C (0.290, -4.687, -0.350)
N (-3.746, -3.203, 2.102)
H (-1.748, -2.079, 3.719)
C (-2.342, -1.246, 4.135)
H (-3.273, -1.657, 4.292)
C (2.276, -1.498, 2.572)
H (2.453, 0.819, -5.781)
H (3.794, -2.579, -0.294)
H (-3.184, 1.121, -1.472)
H (1.894, -5.799, -0.184)
H (3.590, 0.837, -1.045)
H (2.215, -4.339, -1.036)
H (2.592, -1.235, -0.426)
N (-2.492, 4.334, -1.351)
H (0.402, 1.609, -4.139)
H (-3.515, -2.209, 2.457)
H (-4.937, 3.895, 3.482)
C (-2.414, 0.405, -1.340)
H (4.294, 0.069, -2.573)
H (3.219, 2.490, -5.851)
H (1.164, 3.304, 0.411)
C (2.428, 2.044, -3.888)
H (-0.430, -0.212, 2.678)
N (-4.272, 4.163, 2.678)
H (-0.422, -0.715, 0.587)
H (-1.350, -3.002, 0.223)
H (-1.315, 1.499, 2.450)
N (-0.227, -5.670, 0.296)
O (-4.342, 1.983, 1.817)
H (0.284, -6.464, 0.531)
H (2.086, -4.073, 0.959)
C (-0.171, -0.184, -0.338)
H (0.973, 3.270, -4.829)
C (3.047, 1.616, -5.197)
O (3.767, -2.433, -1.221)
H (2.015, 1.758, 0.508)
N (-2.848, 3.574, 1.212)
O (3.216, 3.335, -0.165)
C (4.036, -0.085, -1.528)
H (-2.088, -1.751, 1.284)
H (2.940, -1.771, 3.377)
H (1.823, -0.670, -2.946)
C (-1.148, 0.524, 3.062)
O (-2.780, -0.380, 1.983)
H (4.003, 0.999, -5.064)
C (1.030, 2.483, -4.011)
H (1.526, -2.359, -2.229)
C (2.210, -1.615, -2.543)
H (-2.151, -0.067, -2.280)
H (0.974, -2.339, 1.228)
H (-2.808, -0.322, -0.598)
H (2.717, -0.817, 1.801)
N (-0.376, 4.658, -0.965)
C (3.132, -1.351, -1.346)
H (0.122, -2.765, 3.558)
H (-1.282, -5.614, 0.462)
C (-2.491, -0.138, 3.161)
O (3.148, 2.940, -3.470)
C (0.767, -3.495, 3.069)
H (4.021, 2.591, -3.413)
H (-2.123, -0.942, 5.115)
H (-3.334, 0.375, 1.866)
C (-3.826, 3.226, 1.960)
H (-4.032, 5.165, 2.535)
H (-0.043, -0.950, -1.091)
C (-1.363, 4.618, -1.791)
C (1.651, -2.714, 2.006)
H (4.992, -0.192, -1.044)
O (-1.207, 1.846, -0.028)
H (2.388, 1.300, -3.139)
H (-1.191, 2.668, -0.565)
H (-4.651, -3.627, 2.191)
C (1.988, 2.669, -0.050)
H (-0.701, 0.805, 3.982)
O (-0.375, -3.564, -0.808)

---

This record from the OMol25 dataset describes a 7-piece molecular cluster, C20H60O26P7S overall. The level of theory is the ωB97M-V functional and the def2-TZVPD basis.

Properties
multiplicity: 1
net charge: -1
molar mass: 965.6 g/mol

Geometry (Å):
C (-6.761, -6.400, -6.348)
H (-5.800, -6.686, -6.774)
H (5.763, 5.498, -4.594)
H (-5.184, -3.011, 0.628)
C (1.069, -5.477, 1.162)
H (5.870, 5.310, -2.838)
H (8.706, 7.384, -0.603)
C (-5.897, 1.042, 0.403)
H (10.399, 2.654, 3.214)
H (1.574, 1.573, 0.872)
H (-6.036, 1.392, 1.424)
H (2.158, -4.548, 3.926)
O (-7.229, -3.184, 0.470)
H (0.393, -5.540, 0.309)
H (3.905, -4.716, 4.200)
H (7.921, 5.877, -1.124)
O (-4.805, 0.123, 0.387)
H (6.708, 0.690, 3.208)
O (-9.669, -4.603, 1.948)
H (-11.205, -3.189, 1.706)
C (-6.033, -3.192, 1.283)
C (-0.828, 0.168, -0.454)
H (6.425, 2.429, 3.037)
H (2.992, -6.040, 3.445)
H (3.664, -1.704, -0.424)
O (1.850, -2.340, 0.422)
H (7.007, 7.394, -1.126)
H (-9.807, -5.480, -0.234)
H (2.213, -0.834, -0.940)
H (-4.705, -0.768, -3.258)
H (7.786, 4.854, 7.589)
H (2.881, -0.533, 0.663)
H (7.349, 5.448, -3.802)
H (0.707, -6.143, 1.946)
O (8.520, 3.277, 3.740)
H (-5.738, 1.892, -0.255)
O (-4.376, -6.094, -4.530)
O (6.715, 3.573, 6.342)
O (6.233, 7.217, -3.548)
H (-6.334, -3.779, -1.399)
H (-7.332, -5.146, -1.900)
O (9.058, 2.964, 6.101)
C (2.712, -1.292, -0.093)
H (0.199, 3.383, 1.000)
O (-5.956, -4.416, -3.316)
O (7.452, 9.384, -2.769)
H (9.055, 1.861, 2.365)
C (9.402, 2.234, 3.330)
H (0.569, 3.704, -0.716)
C (6.320, 5.791, -3.705)
C (6.333, 1.581, 3.710)
C (-9.987, -4.564, -0.795)
C (7.984, 6.952, -1.294)
H (-3.939, -7.185, -1.555)
H (-6.794, 0.506, 0.084)
O (4.027, 2.790, 1.627)
C (2.065, 4.499, 0.614)
P (7.860, 3.141, 5.236)
H (-4.027, -5.473, -2.025)
H (-5.027, -6.079, -0.690)
P (2.427, -3.234, 1.668)
O (-5.666, -6.683, -2.540)
P (-8.637, -3.523, 1.264)
H (-6.085, 0.052, -2.506)
H (-7.271, -7.281, -5.960)
H (8.099, 10.552, -5.129)
H (6.914, 5.653, 6.254)
H (0.007, -0.038, -1.117)
O (2.127, 1.713, 0.091)
O (-9.466, -3.407, -0.138)
H (2.170, 4.726, 1.687)
C (-11.015, -4.165, 2.147)
H (-0.607, 1.063, 0.127)
O (-6.577, -5.414, -5.316)
H (-7.651, -3.522, -2.543)
P (3.065, 3.069, 0.303)
S (4.077, 3.316, -1.349)
O (-3.221, 1.960, 0.135)
H (-5.170, -1.157, -1.591)
H (9.037, 9.195, -5.809)
C (8.042, 9.629, -5.707)
O (-2.005, 0.368, -1.264)
H (-7.375, -5.951, -7.124)
H (2.060, -5.806, 0.854)
P (-3.437, 0.611, -0.467)
C (-6.871, -4.215, -2.228)
C (-4.597, -6.325, -1.662)
P (-5.737, -5.882, -3.976)
O (7.137, 8.705, -5.085)
H (-11.680, -4.899, 1.690)
H (7.653, 9.853, -6.698)
O (-4.234, 0.702, -1.893)
H (9.433, 1.411, 4.040)
H (-5.909, -4.158, 1.772)
C (3.084, -4.955, 3.527)
C (0.574, 4.132, 0.290)
H (-9.529, -4.653, -1.779)
O (7.063, 1.764, 4.934)
C (-5.090, -0.355, -2.325)
C (6.878, 4.848, 6.986)
H (-6.075, -2.401, 2.030)
O (1.066, -4.140, 1.659)
H (-0.063, 5.017, 0.290)
O (3.396, -4.439, 2.235)
P (7.556, 8.144, -3.584)
O (-8.794, -2.327, 2.126)
H (-11.062, -4.438, -0.922)
H (6.018, 5.000, 7.634)
O (2.467, -2.245, 2.774)
O (8.460, 7.160, -2.631)
H (-0.966, -0.683, 0.214)
H (3.525, 2.174, 2.175)
H (-11.207, -4.124, 3.217)
H (5.281, 1.431, 3.945)

---

Number 1: DFT total energy -55951.830 eV, frontier orbital gap 7.6 eV, highest occupied orbital energy -7.5 eV. Number 2: DFT total energy -47211.481 eV, frontier orbital gap 7.0 eV, highest occupied orbital energy -7.6 eV. Number 3: DFT total energy -48140.885 eV, frontier orbital gap 8.0 eV, highest occupied orbital energy -8.6 eV. Number 4: DFT total energy -54100.880 eV, frontier orbital gap 8.5 eV, highest occupied orbital energy -8.9 eV. Number 5: DFT total energy -150805.283 eV, frontier orbital gap 2.7 eV, highest occupied orbital energy -2.7 eV.